A 3-piece molecular cluster, C34H61ClF6N5O4 overall at a distorted geometry, computed with wB97M-V/def2-TZVPD.

The charge is +1. Its HOMO energy (alpha / beta) is -10.270 / -11.116 eV. The calculation puts the gap between HOMO and LUMO (alpha / beta) at 0.2868 / 0.3179 Eh. The calculation puts the LUMO energy (alpha / beta) at -2.47 / -2.47 eV. Its spin multiplicity is 3.

The geometry in XYZ format:
```
111
C34H61ClF6N5O4 | OMol25 | wB97M-V/def2-TZVPD
C -1.811 -1.322 4.306
C -2.563 -1.709 3.026
C -1.686 -2.492 2.065
Cl -2.527 -2.762 0.481
N -0.455 -1.767 1.819
C -0.490 -0.347 1.497
C 1.033 -0.125 1.315
F 1.512 0.382 2.481
N 1.561 -1.439 0.999
C 2.114 -1.338 -0.385
C 3.384 -0.461 -0.457
C 4.274 -0.556 0.782
O 5.178 0.554 0.775
C 6.433 0.229 0.395
C 7.503 1.134 0.969
O 6.695 -0.652 -0.342
C 0.574 -2.379 1.255
N 0.612 -3.662 1.064
C 1.783 -4.356 0.485
C 1.432 -4.659 -0.990
C 2.630 -5.187 -1.807
C 2.750 -4.462 -3.120
F 2.806 -3.123 -2.971
F 3.890 -4.822 -3.709
C 1.638 -4.765 -4.130
F 0.434 -4.524 -3.630
F 1.671 -6.013 -4.520
F 1.791 -4.031 -5.202
H -1.717 -2.159 4.994
H -2.380 -0.539 4.804
H -0.840 -0.878 4.103
H -3.395 -2.347 3.313
H -2.948 -0.810 2.553
H -1.448 -3.454 2.504
H -0.915 0.330 2.225
H -0.913 -0.311 0.490
H 1.087 0.623 0.532
H 1.383 -0.889 -1.063
H 2.377 -2.289 -0.826
H 3.051 0.575 -0.530
H 3.975 -0.687 -1.341
H 3.717 -0.483 1.711
H 4.779 -1.522 0.797
H 7.031 2.092 1.179
H 8.230 1.304 0.183
H 7.927 0.706 1.870
H -0.155 -4.269 1.307
H 2.659 -3.726 0.541
H 1.934 -5.293 1.009
H 0.557 -5.304 -1.016
H 1.121 -3.699 -1.398
H 2.445 -6.232 -2.036
H 3.570 -5.040 -1.278
C -0.549 5.504 3.892
C -1.715 4.500 4.075
C -2.887 5.178 4.796
C -2.685 5.347 6.300
C -2.270 4.028 6.944
C -1.044 3.406 6.275
N -1.223 3.288 4.798
O -2.022 2.303 4.557
C 0.202 4.251 6.610
C -0.756 2.044 6.906
C -2.170 4.158 2.656
H 0.417 4.998 3.896
H -0.618 6.022 2.936
H -0.533 6.279 4.658
H -3.797 4.589 4.640
H -3.073 6.154 4.342
H -1.944 6.125 6.504
H -3.616 5.695 6.752
H -2.071 4.185 8.006
H -3.113 3.331 6.894
H 1.083 3.868 6.091
H 0.406 4.208 7.680
H 0.098 5.305 6.368
H -1.608 1.368 6.843
H -0.523 2.165 7.963
H 0.100 1.562 6.427
H -1.381 3.643 2.100
H -2.419 5.071 2.118
H -3.061 3.531 2.643
C -3.776 -1.045 -6.279
C -2.842 0.192 -6.237
C -2.029 0.281 -7.534
C -0.861 -0.702 -7.612
C 0.003 -0.619 -6.357
C -0.809 -0.801 -5.074
N -1.975 0.123 -5.022
O -1.546 1.310 -4.743
C -1.264 -2.268 -4.963
C 0.106 -0.602 -3.864
C -3.782 1.397 -6.185
H -3.949 -1.447 -5.280
H -4.756 -0.788 -6.678
H -3.391 -1.846 -6.910
H -1.626 1.294 -7.639
H -2.692 0.127 -8.388
H -1.227 -1.722 -7.762
H -0.252 -0.470 -8.488
H 0.793 -1.372 -6.405
H 0.509 0.352 -6.342
H -1.899 -2.413 -4.086
H -0.404 -2.914 -4.856
H -1.802 -2.635 -5.833
H 0.597 0.371 -3.870
H 0.894 -1.358 -3.866
H -0.455 -0.699 -2.930
H -4.368 1.403 -5.264
H -4.473 1.360 -7.026
H -3.249 2.344 -6.255
```